Record 1
{"formula": "H5NS", "method": "wB97M-V/def2-TZVPD", "lumo_ev": -2.45, "homo_lumo_gap_ev": 2.510, "species": ["S", "H", "N", "H", "H", "H", "H"], "positions_angstrom": [[4.2086, -0.6904, -1.9814], [3.9275, 0.4003, -1.3232], [-1.6976, -0.0139, 0.6685], [-1.1602, -0.8333, 0.4428], [-1.8137, -0.1390, 1.6830], [-1.0261, 0.9244, 0.5518], [-2.4384, 0.3519, -0.0415]], "forces_ev_per_angstrom": [[-0.2, -0.9, -0.4], [-0.2, 1.0, 0.6], [1.7, 4.8, -1.1], [0.4, -0.5, -1.3], [-1.3, 0.6, -0.3], [-1.2, -3.1, 0.6], [0.6, -1.8, 1.9]], "lowdin_charge": [-0.330, -0.548, 0.212, 0.116, 0.136, 0.226, 0.188]}



Record 2
{"formula": "H5O2S", "method": "wB97M-V/def2-TZVPD", "lumo_ev": 4.37, "homo_lumo_gap_ev": 7.601, "charge": -1, "species": ["S", "H", "H", "H", "O", "H", "H", "O"], "positions_angstrom": [[-0.4088, 0.1610, -0.7641], [-0.8792, -0.0863, -1.9889], [-2.0990, -0.9735, 1.3772], [-1.2325, -0.6854, 2.6193], [-1.8204, -1.3336, 2.2340], [2.0760, 1.7045, -1.0480], [1.8181, 0.3204, -0.6871], [2.5656, 0.9645, -0.6972]], "forces_ev_per_angstrom": [[-0.3, 0.0, 0.3], [0.0, -0.1, -0.2], [0.6, 0.1, 0.0], [0.2, 0.2, -0.3], [-0.6, -0.3, 0.2], [-0.2, 0.5, -0.1], [0.2, 0.1, 0.0], [0.2, -0.5, 0.1]], "lowdin_charge": [-0.071, -0.439, -0.027, 0.011, -0.118, -0.029, -0.134, -0.192]}



Record 3
{"formula": "H5O3", "method": "wB97M-V/def2-TZVPD", "lumo_ev": 5.08, "homo_lumo_gap_ev": 9.533, "charge": -1, "species": ["O", "H", "O", "H", "H", "O", "H", "H"], "positions_angstrom": [[-1.1251, -0.2122, -0.2194], [-1.5974, -0.6518, 0.4936], [0.1755, 1.7077, 0.5988], [0.7221, 2.0936, -0.0817], [-0.5076, 0.8987, 0.3100], [0.9218, -1.6674, -0.5860], [0.0398, -1.0918, -0.5513], [1.3709, -1.0768, 0.0360]], "forces_ev_per_angstrom": [[-0.5, 0.1, 0.1], [0.0, -0.1, -0.1], [-0.3, 0.2, 1.1], [-0.2, -0.4, -0.5], [0.9, 0.3, -0.8], [-0.4, 0.9, 0.3], [0.1, -0.7, -0.2], [0.4, -0.4, -0.1]], "lowdin_charge": [-0.360, -0.040, -0.246, -0.041, -0.048, -0.213, -0.037, -0.015]}



Record 4
{"formula": "H5OS2", "method": "wB97M-V/def2-TZVPD", "spin_multiplicity": 2, "lumo_ev": [0.51, 0.13], "homo_lumo_gap_ev": [6.591, 8.593], "s2": 0.754, "species": ["O", "H", "H", "H", "S", "S", "H", "H"], "positions_angstrom": [[2.2567, 0.5531, 0.0029], [2.9070, 0.1589, 0.6020], [2.6353, 0.9306, -0.7918], [0.1536, 0.6624, 1.2462], [-0.3882, -1.1133, -0.5637], [-0.9923, 0.7107, 0.5735], [-1.4011, -1.5236, -1.3570], [-0.9030, 1.8116, -0.2044]], "forces_ev_per_angstrom": [[-0.6, -0.1, 0.8], [0.2, 0.4, -0.8], [0.5, -0.2, 0.2], [0.4, 0.4, -0.5], [1.4, -3.1, -1.9], [-2.5, 2.3, 1.5], [-0.2, 0.3, 0.4], [0.7, 0.1, 0.5]], "lowdin_charge": [-0.113, 0.051, 0.042, -0.151, 0.152, 0.400, -0.254, -0.127]}



How do the records compare in energy? In the order shown, they have -455.7528; -551.7134; -228.7442; -874.4997 hartree.
How do the records compare in relative energy (zero: lowest compared OMol25 entry of this formula, charge and spin)? In the order shown, they have 110.20; 5.40; 4.21; 18.83 kcal per mole.